# 1
56
Properties=species:S:1:pos:R:3 method="wB97M-V/def2-TZVPD" orbital_gap_ha=0.198 multiplicity=1 total_charge=-2
C 1.31037 -1.22369 6.37406
N 0.68663 -0.12370 5.66829
C -2.66913 1.58555 -7.34860
H 0.28527 -0.61074 8.84113
C 0.90699 0.43380 -2.50459
S 2.51147 0.70927 2.20377
S 2.92496 -1.76870 -0.70620
Te -2.39687 2.75649 -2.14544
N 0.75696 1.14347 6.12871
H -1.05208 -0.45906 7.70912
H -2.60832 0.09461 -8.90152
H -3.46441 2.15652 -7.81113
H -1.31788 -2.14262 5.79520
C 0.32799 -2.04952 7.20626
H 2.46146 1.67653 -1.81919
N 0.13791 1.87537 5.27897
S 2.74007 1.95857 0.56557
H -0.80911 1.68505 -4.48169
H -2.55782 2.90453 -5.62828
H -1.03549 -1.79096 8.86946
H 2.06947 -0.77549 7.01410
C -0.72040 -0.73448 -1.69331
N 0.27970 -0.72774 -5.78584
H 1.44388 2.40343 -3.07651
H 1.81189 -1.85010 5.63395
H -0.89953 -2.08394 -3.44529
C -1.14318 1.35101 -5.45628
N -0.53203 -1.41922 -7.65237
Sc 0.44388 1.18851 0.74783
H 2.67013 1.17747 -3.48218
C -0.40840 -1.17854 8.21856
Se -0.45550 3.47015 -0.69607
H 0.94641 -2.77206 7.75153
C 1.93006 1.48188 -2.74503
C -2.20573 0.44794 -7.96156
S -0.23205 -1.19587 1.39010
C -0.00636 -0.10364 4.52499
H 1.65352 -1.77705 -4.70360
N 0.58269 -0.51903 -3.42460
Se -1.20713 3.37639 1.56391
C -1.18218 -0.25455 -7.30829
C -2.14589 2.02370 -6.10639
C -0.66648 0.19975 -6.09925
C 1.21834 -0.77859 -4.67892
H -0.18360 -0.94559 3.87232
N 0.15049 0.30729 -1.43618
H -0.13324 -3.43223 5.58589
H -1.27390 -3.48257 6.93629
H -1.45485 -1.04043 -0.97432
Se -0.49602 5.26170 2.64040
Sb 2.13197 -1.74458 1.43608
H 2.00536 -0.04567 -4.83224
C -0.46151 -1.26390 -2.90456
N -0.34308 1.13015 4.25779
N 0.32562 -1.68207 -6.73370
C -0.65132 -2.82278 6.32885

***

# 2
35
Properties=species:S:1:pos:R:3 method="wB97M-V/def2-TZVPD" e_above_lowest_kcal_mol=4.6 orbital_gap_ha=0.336 smiles="CCCCC(=O)Nc1cccc([C@H](C)O)c1" multiplicity=1
H 3.30182 3.53248 1.26070
C 2.06310 -0.40396 0.75380
C -3.54682 -0.20143 -1.94145
H 3.35939 0.07940 -0.91917
H 5.32852 2.19041 1.36618
C -0.35519 -0.25474 0.15233
O -2.90394 0.00843 -3.17855
H -0.81065 -0.21798 -1.93991
H 1.24687 -0.19601 -1.09835
O 1.94218 -0.54990 1.94811
H -4.23365 0.64744 -1.83893
C 4.48872 0.27565 0.91993
C -2.59334 -0.19843 -0.76050
C 3.20328 2.44896 1.26619
H 5.47203 -0.10451 0.63513
H 4.30658 0.00368 1.96128
H -4.17093 -0.12433 0.68836
C -2.24679 -0.20127 1.61718
H -3.67251 -2.35835 -2.03402
C -1.22199 -0.23249 -0.93938
H -4.93878 -1.61227 -1.05687
C -4.34977 -1.50758 -1.96250
H 4.66901 2.06743 -0.26310
C -0.87503 -0.24654 1.44080
C -3.10349 -0.17357 0.53346
C 3.41865 -0.40008 0.05972
H -2.64909 -0.18282 2.61898
C 4.49303 1.79775 0.78215
H 3.68886 -1.44933 -0.09044
H -5.01770 -1.51497 -2.82106
H 2.97358 2.12640 2.27860
H -2.43142 -0.79902 -3.41221
H -0.21045 -0.26925 2.28703
H 2.36312 2.18337 0.62850
N 1.01807 -0.27167 -0.11654

***

Summary of total energy in eV
-304261.9485, -19375.2088
(order as listed above)
Summary of E_HOMO in eV
-1.427, -8.502
(order as listed above)